Record 1
Entry from OMol25: a structure of composition C87H72GeNOP4W in a non-equilibrium geometry (ωB97M-V/def2-TZVPD).

Geometry (Å):
W -0.273 -0.062 -0.030
O 2.425 -0.730 2.389
C 2.079 -0.264 3.641
C 2.990 -0.087 4.679
C 2.557 0.273 5.940
C 1.206 0.456 6.181
C 0.306 0.331 5.142
C 0.731 0.023 3.850
P -0.541 -0.136 2.517
C -1.687 1.170 3.087
C -3.067 1.026 2.986
C -3.912 1.999 3.493
C -3.392 3.138 4.084
C -2.020 3.313 4.143
C -1.173 2.339 3.647
C -1.133 -1.697 3.296
C -2.232 -1.835 4.131
C -2.483 -3.051 4.745
C -1.631 -4.125 4.558
C -0.505 -3.978 3.763
C -0.264 -2.774 3.132
C 3.749 -0.525 2.017
C 4.818 -1.211 2.574
C 6.106 -0.842 2.221
C 6.321 0.200 1.331
C 5.250 0.826 0.720
C 3.954 0.454 1.049
P 2.428 0.911 0.113
C 3.009 -0.237 -1.208
C 4.055 0.017 -2.089
C 4.596 -1.014 -2.834
C 4.122 -2.308 -2.696
C 3.081 -2.574 -1.822
C 2.526 -1.538 -1.090
C 2.831 2.577 -0.475
C 2.621 2.916 -1.806
C 2.787 4.222 -2.225
C 3.143 5.202 -1.315
C 3.344 4.871 0.016
C 3.187 3.566 0.441
H 4.046 -0.221 4.509
H 3.278 0.396 6.734
H 0.859 0.714 7.169
H -0.745 0.494 5.330
H -3.486 0.151 2.517
H -4.980 1.862 3.429
H -4.049 3.892 4.488
H -1.601 4.206 4.583
H -0.103 2.480 3.713
H -2.893 -1.001 4.311
H -3.350 -3.156 5.379
H -1.839 -5.071 5.034
H 0.178 -4.804 3.637
H 0.626 -2.636 2.529
H 4.647 -2.019 3.272
H 6.944 -1.360 2.660
H 7.330 0.507 1.099
H 5.420 1.613 0.002
H 4.453 1.014 -2.192
H 5.399 -0.812 -3.527
H 4.570 -3.106 -3.266
H 2.706 -3.582 -1.705
H 1.734 -1.740 -0.364
H 2.318 2.148 -2.502
H 2.633 4.467 -3.265
H 3.263 6.223 -1.641
H 3.613 5.639 0.724
H 3.332 3.306 1.482
C -2.266 -2.432 -1.752
N -1.593 -2.685 -2.980
C -0.358 -1.992 -3.180
P -0.411 -0.211 -2.579
C -1.916 0.394 -3.435
C -2.443 1.608 -3.010
C -3.561 2.154 -3.609
C -4.182 1.473 -4.642
C -3.645 0.280 -5.098
C -2.506 -0.251 -4.519
C 0.780 0.512 -3.775
C 0.595 1.836 -4.171
C 1.386 2.383 -5.165
C 2.386 1.626 -5.757
C 2.608 0.328 -5.330
C 1.811 -0.229 -4.345
C -2.188 -3.424 -3.995
C -1.398 -4.082 -4.938
C -1.981 -4.824 -5.947
C -3.357 -4.937 -6.034
C -4.147 -4.284 -5.104
C -3.578 -3.529 -4.097
P -1.120 -2.492 -0.258
C -2.504 -2.873 0.865
C -3.444 -1.858 1.016
C -4.604 -2.087 1.732
C -4.817 -3.322 2.320
C -3.873 -4.326 2.184
C -2.723 -4.113 1.445
C -0.354 -4.156 -0.488
C -0.948 -5.153 -1.262
C -0.314 -6.371 -1.432
C 0.908 -6.623 -0.830
C 1.489 -5.649 -0.036
C 0.868 -4.423 0.126
H -3.056 -3.176 -1.598
H -2.730 -1.425 -1.726
H -0.106 -1.984 -4.245
H 0.462 -2.498 -2.636
H -1.946 2.124 -2.201
H -3.942 3.106 -3.271
H -5.073 1.876 -5.096
H -4.112 -0.243 -5.920
H -2.101 -1.160 -4.932
H -0.178 2.433 -3.707
H 1.214 3.399 -5.487
H 2.989 2.047 -6.547
H 3.400 -0.260 -5.770
H 1.996 -1.244 -4.027
H -0.321 -4.033 -4.875
H -1.356 -5.326 -6.668
H -3.808 -5.528 -6.816
H -5.222 -4.352 -5.172
H -4.218 -3.003 -3.404
H -3.246 -0.888 0.566
H -5.344 -1.306 1.825
H -5.719 -3.502 2.883
H -4.036 -5.286 2.647
H -1.999 -4.906 1.326
H -1.913 -5.008 -1.721
H -0.788 -7.131 -2.036
H 1.397 -7.576 -0.973
H 2.433 -5.839 0.452
H 1.335 -3.676 0.754
C -0.872 1.748 -0.010
Ge -1.978 3.332 0.101
C -2.034 4.503 -1.510
C -0.898 4.806 -2.248
C -0.957 5.720 -3.286
C -2.151 6.352 -3.594
C -3.285 6.069 -2.852
C -3.224 5.146 -1.822
C -1.255 4.620 1.416
C 0.078 4.532 1.789
C 0.623 5.449 2.669
C -0.166 6.461 3.187
C -1.487 6.579 2.792
C -2.021 5.670 1.898
C -3.868 2.713 0.308
C -4.869 3.461 0.912
C -6.183 3.024 0.902
C -6.520 1.833 0.282
C -5.527 1.070 -0.308
C -4.214 1.506 -0.285
H 0.040 4.325 -2.001
H -0.066 5.958 -3.852
H -2.196 7.071 -4.402
H -4.216 6.574 -3.070
H -4.113 4.920 -1.246
H 0.682 3.730 1.383
H 1.661 5.373 2.961
H 0.251 7.166 3.890
H -2.100 7.377 3.184
H -3.043 5.784 1.568
H -4.630 4.397 1.400
H -6.951 3.617 1.377
H -7.552 1.510 0.249
H -5.782 0.140 -0.795
H -3.430 0.906 -0.739

As for the net charge: +1. The energy comes out at -190415.303 eV. Its multiplicity is 1. The gap between HOMO and LUMO (alpha / beta) comes out at 6.50 / 6.48 eV. As for the LUMO energy (alpha / beta): -2.79 / -2.76 eV.

***

Record 2
Entry from OMol25: a structure of composition C5H10O2 in a non-equilibrium geometry (ωB97M-V/def2-TZVPD).

Geometry (Å):
C -2.090 -0.591 -0.012
O -1.010 -0.326 0.908
C 0.574 0.084 0.254
C 0.776 -0.583 -1.071
C 1.824 0.085 1.145
C -0.244 1.298 0.378
O -0.765 1.846 -0.575
H -2.244 0.211 -0.754
H -3.038 -0.687 0.548
H -1.915 -1.538 -0.525
H -0.028 -0.321 -1.755
H 0.821 -1.664 -0.901
H 1.736 -0.305 -1.532
H 2.595 -0.647 0.862
H 2.302 1.080 1.043
H 1.579 -0.025 2.198
H -0.249 1.672 1.420

The energy comes out at -9439.606 eV. Its multiplicity is 1. The gap between HOMO and LUMO comes out at 9.93 eV. As for the LUMO energy: 0.82 eV.

***

Copy entry 2 word for word.
Entry from OMol25: a structure of composition C5H10O2 in a non-equilibrium geometry (ωB97M-V/def2-TZVPD).

Geometry (Å):
C -2.090 -0.591 -0.012
O -1.010 -0.326 0.908
C 0.574 0.084 0.254
C 0.776 -0.583 -1.071
C 1.824 0.085 1.145
C -0.244 1.298 0.378
O -0.765 1.846 -0.575
H -2.244 0.211 -0.754
H -3.038 -0.687 0.548
H -1.915 -1.538 -0.525
H -0.028 -0.321 -1.755
H 0.821 -1.664 -0.901
H 1.736 -0.305 -1.532
H 2.595 -0.647 0.862
H 2.302 1.080 1.043
H 1.579 -0.025 2.198
H -0.249 1.672 1.420

The energy comes out at -9439.606 eV. Its multiplicity is 1. The gap between HOMO and LUMO comes out at 9.93 eV. As for the LUMO energy: 0.82 eV.